ORCA calculation (ωB97M-V/def2-TZVPD) on a cluster of 23 separate species, C92H138O46 in total in a non-equilibrium geometry.

Summary:
Lowest unoccupied orbital energy (Eh): 0.01082
HOMO level (eV): -9.9

The geometry in XYZ format:
```
276
C92H138O46, DFT ωB97M-V/def2-TZVPD
O 21.6565 12.8600 16.6595
O 25.1314 22.1587 13.6126
O 21.4742 22.9890 9.3663
O 16.0623 25.2588 18.0403
O 18.7992 16.1704 22.3452
O 23.2335 17.5351 19.5747
O 15.3737 26.1937 16.1693
O 16.9901 19.4999 9.2069
O 18.8986 12.6317 14.0729
O 13.6949 15.8875 19.9360
O 13.0831 16.3012 12.7783
O 23.8679 22.3678 17.4862
O 25.7224 15.1984 12.0302
O 22.2361 20.4675 13.9098
O 17.8775 11.2483 15.5512
O 19.8894 17.7443 21.2252
O 22.0363 20.9591 10.0851
O 19.9002 13.7408 11.0182
O 19.8054 17.8839 12.5300
O 17.6391 23.0770 13.2846
O 23.8493 14.1815 12.8128
O 24.8115 24.0734 12.4976
O 18.8664 25.4306 17.8656
O 20.1550 11.5267 11.2418
O 16.9550 17.2604 9.6220
O 24.9070 15.8613 17.3120
O 20.3172 27.1463 17.7488
O 16.0284 19.8077 15.1350
O 11.5035 15.7685 19.6544
O 14.8615 14.6305 15.2775
O 22.1478 25.0025 14.0814
O 17.2622 23.4076 15.4271
O 16.9439 18.0699 19.0224
O 26.6934 17.0384 18.0442
O 19.9530 18.4102 14.6863
O 16.3593 18.7594 21.0697
O 22.8973 26.6834 12.8286
O 19.9036 12.5372 17.9983
O 21.6909 21.8033 17.5820
O 13.3850 18.4624 13.1310
O 15.7923 21.1852 16.9552
O 12.9759 15.5392 16.0695
O 10.6491 21.2858 18.3054
O 23.7843 19.0447 13.0623
O 11.6565 19.8844 16.9705
O 21.6094 17.6329 18.0678
C 17.7799 16.0366 23.3688
C 22.1534 16.9952 18.9312
C 14.9804 22.3775 17.2546
C 19.4335 12.5031 11.1658
C 18.7274 13.1914 18.4866
C 19.9546 26.0654 18.2197
C 11.2350 17.3772 13.6681
C 20.0131 19.7415 9.5719
C 16.5846 20.7071 9.8977
C 15.9715 26.2367 17.3792
C 18.8278 14.6718 10.8050
C 18.8917 11.5779 14.6413
C 18.2952 9.9834 16.2570
C 14.9962 16.9651 15.7494
C 14.4090 21.5565 15.0818
C 16.4438 27.6175 17.7197
C 21.4840 19.6038 9.9725
C 17.6267 23.8609 14.3971
C 24.7597 20.4813 18.7165
C 17.8423 20.1113 19.7803
C 25.4835 19.1752 14.7381
C 13.8037 22.3181 16.2724
C 18.3851 19.8575 18.3885
C 18.2317 23.7345 12.1559
C 21.2629 21.8051 9.4207
C 23.0259 25.9554 13.7761
C 16.9502 18.9614 20.0537
C 17.9265 12.5668 11.2715
C 25.1744 18.8908 13.2809
C 25.1988 22.8034 12.5862
C 26.1318 16.3510 17.2116
C 15.4883 20.7427 15.6998
C 23.7014 25.0045 15.8172
C 26.8648 15.8141 15.9800
C 19.9478 14.6348 17.0373
C 22.3974 14.3326 12.6689
C 23.2586 19.8640 14.0189
C 20.6463 25.1984 19.2000
C 11.3699 20.3498 18.2089
C 12.7014 17.5079 13.1882
C 19.2093 20.6569 14.7519
C 15.1843 27.5080 15.6663
C 15.4354 20.2400 10.7510
C 14.9730 15.4163 19.3103
C 22.2198 15.6944 11.9412
C 10.7544 16.0362 13.1876
C 24.0116 26.0888 14.8592
C 23.5637 15.8527 11.2249
C 23.2503 20.4872 18.8793
C 14.5722 14.0362 18.7349
C 16.2341 15.0483 15.0296
C 24.7105 24.5930 11.1531
C 19.2357 20.1820 13.2969
C 23.0478 15.3349 20.4417
C 14.1453 15.6772 15.7955
C 18.6709 18.3591 23.1495
C 25.0890 21.9507 18.2249
C 18.0725 18.3895 18.1414
C 19.8231 10.4385 14.4996
C 16.7196 18.4078 9.9387
C 19.1461 17.4563 22.1118
C 25.9340 14.7136 15.5087
C 24.8906 23.4051 10.2503
C 18.7729 14.6289 18.0673
C 19.7345 18.7629 13.3843
C 23.8495 16.6487 20.5334
C 24.5216 15.0696 12.0415
C 16.1081 16.5647 14.7334
C 20.6150 13.2803 17.1669
C 22.6066 24.1527 15.1241
C 19.8457 19.5637 15.5622
C 24.1674 19.9090 15.1870
C 12.2987 19.5765 19.2300
C 12.5915 15.2985 19.4618
C 20.0501 21.1098 8.8114
C 17.9444 17.4130 24.1519
C 13.0259 14.0420 18.7082
C 22.8268 21.6042 17.9535
C 12.0155 15.2965 12.8587
C 12.7508 19.0311 16.9445
C 18.7829 24.1145 18.3789
C 25.4976 22.3223 11.1516
C 19.7292 24.0924 19.6400
C 18.8632 25.0538 12.6946
C 24.5919 15.0746 16.1144
C 13.3955 19.1211 18.3265
C 16.2262 28.3594 16.3975
C 18.2438 25.1734 14.0945
C 21.8226 15.6312 19.5049
C 19.1878 9.3020 15.3155
C 15.9730 18.8148 11.1328
C 17.6139 13.9853 11.4781
H 25.7421 19.5716 12.6652
H 21.8148 14.8148 18.7583
H 17.5501 12.3758 10.2467
H 16.6858 14.4246 11.0435
H 19.6838 14.6582 15.9239
H 19.3861 19.9165 10.4651
H 24.0061 27.0729 15.3710
H 17.4645 24.1096 11.4873
H 14.2049 27.8236 15.9578
H 21.6685 19.0574 10.9491
H 19.1822 21.7217 9.0482
H 21.0597 25.7883 20.0069
H 20.2813 21.1433 7.7112
H 15.1834 16.1838 18.5884
H 17.0306 17.7962 24.5880
H 25.4427 17.8408 13.0342
H 10.0888 16.1669 12.2776
H 17.9869 15.1993 24.0047
H 12.6335 14.1133 17.7174
H 24.9595 21.3821 11.1351
H 18.8359 23.0379 11.5666
H 10.5782 18.1786 13.3405
H 18.6129 12.9872 19.5570
H 22.7070 14.9621 21.3850
H 17.4929 25.9275 14.0682
H 11.2846 17.3794 14.7462
H 21.4861 24.7912 18.6209
H 12.6265 20.1443 20.0974
H 18.8571 25.4081 14.9347
H 14.9234 22.2488 14.3493
H 13.8686 18.2210 18.6620
H 10.1522 15.4692 13.9103
H 15.8696 29.4069 16.6522
H 17.4418 11.9248 11.9881
H 17.0025 17.1301 14.8735
H 23.7205 19.5006 16.0493
H 12.4185 18.0218 16.6950
H 23.9923 14.1657 16.3152
H 17.5320 14.3789 12.5144
H 20.0151 20.7523 12.7699
H 14.8933 13.2229 19.3770
H 22.5561 19.6715 18.7489
H 15.2990 27.4819 14.5939
H 22.9786 20.8075 19.8634
H 19.4894 18.9120 9.0486
H 20.7988 19.7786 16.0134
H 18.6493 10.3605 17.2445
H 15.2100 18.1165 11.5710
H 13.5267 23.3719 16.1303
H 15.5785 23.2727 17.1036
H 22.0806 19.1287 9.1502
H 25.4426 25.4575 11.0989
H 23.9578 23.0489 9.8915
H 25.2761 22.7910 18.9388
H 18.0415 19.1832 22.7567
H 14.1968 19.8457 18.3458
H 18.8776 17.7557 18.4425
H 12.9287 21.8457 16.7350
H 23.3804 25.3024 16.8238
H 26.5442 22.2643 11.0897
H 18.6119 8.7669 14.5308
H 18.9774 15.3652 18.8502
H 15.8095 28.0443 18.5331
H 18.5674 17.1770 24.9299
H 18.6321 19.9740 20.5584
H 21.9516 13.5449 12.0647
H 23.7795 25.1533 11.1059
H 17.3893 21.1230 20.0284
H 14.6505 22.2075 18.3059
H 27.8136 15.4203 16.3189
H 18.2641 20.2372 12.7835
H 16.7194 14.9419 15.9879
H 24.0196 15.7337 15.4902
H 16.7085 14.4502 14.2448
H 18.6363 25.8289 11.9486
H 14.6924 20.0541 9.9785
H 20.2198 23.1773 19.8415
H 14.3231 17.7720 15.4130
H 15.1068 20.9334 11.5007
H 23.0426 23.2578 14.6707
H 24.9116 19.7269 17.9428
H 21.9042 14.3335 13.6187
H 17.7576 23.8117 18.5140
H 13.7503 20.9090 14.5481
H 15.7462 15.3766 20.1409
H 23.8447 16.9043 11.2358
H 14.9898 13.8783 17.7559
H 15.8408 16.7740 13.6785
H 25.2898 20.1467 19.5805
H 25.5785 18.2982 15.3652
H 18.1411 20.8018 15.0027
H 17.1574 28.5257 15.8193
H 11.7873 18.6814 19.6493
H 25.5133 23.5947 9.3901
H 20.6158 15.4854 16.9981
H 17.7460 20.4393 17.6481
H 17.3796 9.4746 16.4201
H 19.7426 21.6255 14.8742
H 16.3404 21.5217 9.2421
H 17.8581 12.7323 18.0252
H 19.4433 20.0359 18.2882
H 21.4204 15.6361 11.2133
H 25.8419 14.6755 14.4051
H 19.1156 19.2762 16.3257
H 26.2828 13.7341 15.8901
H 18.6791 14.8644 9.7312
H 21.7786 23.8743 15.7910
H 25.8655 22.0483 17.4475
H 17.4093 27.6451 18.1685
H 24.4522 20.9022 15.4681
H 22.0346 16.5013 12.6507
H 16.7629 18.7964 11.9415
H 19.1598 15.5626 11.3470
H 19.2077 24.3956 20.5562
H 17.7812 18.1510 17.1039
H 27.0758 16.5861 15.2140
H 12.3328 14.6282 13.6158
H 17.4153 21.0351 10.5781
H 19.1588 23.4111 17.5952
H 20.8291 15.6666 20.0177
H 19.5082 18.8765 23.5769
H 23.8985 17.2225 21.4494
H 16.8124 15.9160 22.8083
H 11.9409 14.7362 11.8881
H 23.5691 14.5263 20.0508
H 13.4546 19.3480 16.1547
H 19.8973 25.0352 12.7160
H 24.5825 24.3754 16.0142
H 25.0239 25.9267 14.4469
H 24.8580 16.5318 20.1398
H 26.3861 19.7834 14.7746
H 17.9068 15.0172 17.5674
H 15.3822 17.4296 16.6149
H 23.5420 15.5233 10.1916
H 20.7370 10.7965 14.9024
H 19.9606 10.1069 13.4350
H 12.5268 13.2133 19.2046
H 19.9011 8.6119 15.8047
```

Löwdin population analysis, charges in e, atoms 1 to 8:
1 O 0.075
2 O 0.108
3 O 0.097
4 O 0.116
5 O 0.008
6 O -0.019
7 O 0.022
8 O 0.015